A cluster of 10 separate species, C30H80O30S10 in total in a non-equilibrium geometry, computed with the ωB97M-V functional and the def2-TZVPD basis.

```
150
Properties=species:S:1:pos:R:3:forces:R:3
S -4.0369 -7.3387 3.8147 -0.624 -0.984 -0.548
S 6.1527 -6.8651 2.3165 -0.352 -0.303 -1.197
S 4.1207 3.9797 -3.6719 -1.183 -1.287 -1.628
S -4.5909 -2.8043 -2.7222 0.066 4.239 -1.143
S -5.1602 1.2814 3.4163 1.499 -4.346 -0.426
S -4.8305 8.5474 -0.6970 1.089 -0.934 -1.284
S 1.9422 -5.7392 -6.8757 -0.184 2.293 -0.590
S -4.0208 10.0049 6.7063 0.171 0.623 2.014
S 1.1882 -1.6570 0.5023 -0.229 1.123 -1.089
S 8.8394 0.5181 2.0339 1.037 1.715 -2.068
O -5.5734 -1.7204 -3.0684 1.685 -3.368 0.949
O 8.6430 1.3994 0.8212 0.017 -2.420 3.485
O 3.5033 4.1954 -4.9963 1.722 -0.204 2.145
O 1.6733 -6.0212 -8.5457 -0.775 2.402 3.077
O -5.0811 1.5796 2.0063 -0.764 0.339 0.974
O 5.6941 -5.6299 1.6290 1.217 -2.560 2.448
O 9.1366 1.4930 3.3313 0.128 -4.423 -2.793
O -4.7486 -7.8564 4.9594 1.061 -0.452 -1.322
O 9.9408 -0.4465 1.9979 -2.357 1.375 0.422
O -2.8881 10.8773 7.0882 -1.696 -1.990 -1.664
O -5.8971 8.4665 0.2798 1.183 0.469 -1.305
O -5.5302 8.7050 -2.2164 0.128 -0.286 1.949
O -4.9238 2.2024 4.4492 -0.390 2.078 0.631
O -4.9876 9.7852 7.7923 1.472 -0.353 -2.494
O 6.2852 -6.6020 3.9606 -0.349 -0.168 -1.171
O 3.3680 4.9388 -2.6598 -0.104 -0.613 -1.003
O -3.7271 9.5101 -0.6341 -1.778 -1.180 0.210
O -3.2309 -2.3453 -3.5382 -0.468 -0.173 1.422
O 0.5122 -2.8717 0.9100 0.659 1.513 -0.133
O -4.7885 -4.2060 -2.9649 -0.425 0.558 0.345
O -4.4513 -6.0531 3.3553 0.364 0.414 -0.365
O -3.5028 8.4755 6.1237 -1.731 2.706 1.891
O 1.7986 -4.2734 -6.6944 -0.253 -3.457 -0.668
O -6.5155 0.4282 3.7998 2.457 0.082 0.418
O 7.2946 -7.5934 1.7268 -1.788 1.583 1.666
O -4.1976 -8.3978 2.4836 0.551 1.134 3.107
O 0.0079 -0.6364 -0.0439 0.176 -1.572 0.643
O 3.1395 -6.3529 -6.3749 0.002 -0.115 -0.865
O 2.0615 -0.9002 1.4015 -1.216 -1.474 -1.472
O 4.0422 2.6327 -3.1067 0.614 2.302 -0.609
C 3.3340 6.3204 -3.0807 0.473 0.981 2.523
C -2.2244 -7.2999 4.0524 -1.178 0.239 -0.617
C -3.9789 -2.3814 -1.0131 -0.514 -0.919 -1.849
C 4.7948 -8.0594 2.3650 -0.068 -0.092 0.209
C 5.8003 4.7077 -3.5276 -0.211 -1.001 -0.351
C -2.4716 8.5501 5.1820 2.016 -0.911 -0.507
C 9.0554 2.9717 4.8328 -1.330 3.016 0.769
C 0.5891 -6.6334 -6.0723 0.082 0.240 -0.633
C -4.7155 9.2629 -3.2604 -0.791 1.191 -0.735
C -3.4397 -8.0729 1.3084 -0.378 1.301 -0.112
C -7.7714 -0.2355 1.7653 1.265 -0.642 0.124
C 2.2319 6.9223 -2.2577 -0.396 -0.530 -0.132
C 7.9406 -8.2509 4.8595 -1.265 0.426 -0.049
C 2.4276 -6.9840 -9.2375 -0.411 -0.768 0.344
C 0.2983 0.5199 -0.8024 1.692 2.771 1.718
C -3.9053 -0.0224 3.7956 -0.313 1.074 0.248
C 6.5007 -7.6433 4.9801 2.578 0.247 0.417
C -3.8143 -9.1816 0.3954 0.452 -1.374 -0.639
C -4.0487 6.7945 -0.8190 -0.964 1.957 0.110
C -4.9323 10.6635 5.2458 -0.029 -0.297 0.613
C -3.0605 -2.6666 -4.9195 -1.152 -0.542 -0.704
C -3.6345 -1.5765 -5.8545 0.451 0.781 0.004
C 1.9213 -1.9299 -1.1564 0.548 -0.685 0.828
C -1.9854 7.0723 5.0248 -0.702 -0.207 -0.417
C -5.4097 9.1449 -4.6201 1.207 -1.301 -0.621
C 7.2461 -0.2293 2.5547 -0.357 -0.552 -0.183
C 0.4615 1.8044 0.1753 -0.780 -0.827 -1.499
C -7.6093 0.6980 3.0210 -2.294 0.558 -3.280
C 8.6813 2.7922 3.4060 0.992 0.711 -0.182
C 1.8948 -7.0354 -10.6960 0.289 -0.110 0.831
H 5.8196 5.7775 -3.7355 -0.347 -0.188 0.149
H -3.7568 -10.1230 0.9419 -0.710 0.050 0.467
H 6.5379 -7.1154 5.9330 -0.235 0.700 -0.297
H 0.5152 -6.2227 -5.0654 -0.243 0.353 -0.266
H 4.0349 -7.8880 3.1274 0.155 0.767 -0.061
H 8.6141 3.9454 5.0454 -0.248 0.212 0.866
H -7.7921 -1.2875 2.0498 -0.504 -0.036 0.203
H -1.5674 6.7653 4.0661 0.042 0.665 -0.240
H -4.8886 6.1053 -0.7306 0.234 0.021 0.004
H -3.0256 0.3057 3.2418 -0.064 -0.256 -0.202
H -1.9272 -6.6610 3.2207 0.327 -0.047 0.178
H 9.3016 3.4112 2.7578 -0.201 0.225 -0.145
H -3.5131 -1.4016 -1.1182 -0.180 -0.145 0.134
H -4.6930 10.3512 -3.2027 0.681 0.023 1.091
H 0.6999 2.6272 -0.4987 -0.450 0.300 -0.022
H -3.3572 6.7576 0.0228 -0.163 -0.095 -0.053
H -3.7270 8.8094 -3.1879 0.002 0.195 -0.458
H -0.4270 0.6454 -1.6063 -0.469 -0.012 0.554
H -2.0512 -6.7761 4.9924 0.014 -0.304 -0.020
H 10.1129 3.1814 4.9939 0.007 -0.906 -0.065
H -3.8071 -7.1136 0.9439 -0.178 0.070 -0.186
H 8.5642 2.2102 5.4385 0.513 0.133 0.162
H -1.6467 9.1682 5.5363 0.034 0.011 0.332
H -6.2719 9.7745 -4.8398 -0.307 -0.431 0.787
H -0.4639 1.9699 0.7269 0.026 0.198 -0.112
H 8.0716 -8.9010 5.7246 0.056 -0.345 -0.233
H -1.7896 -8.2950 3.9591 -0.124 0.132 0.314
H 3.2568 6.6027 -4.1307 0.089 -0.908 -0.053
H -4.8128 -8.9839 0.0055 0.116 -0.418 -0.042
H 2.5857 -1.0965 -1.3849 -0.204 -0.156 -0.119
H -3.5585 -0.5850 -5.4080 0.220 -0.067 0.409
H 6.8827 -0.9576 1.8297 0.494 0.192 -0.503
H 4.2249 6.7106 -2.5885 0.458 0.387 -0.799
H 6.4798 4.2284 -4.2323 -0.278 -0.186 -0.074
H -3.1083 -1.4451 -6.8000 0.319 -0.532 0.012
H -3.5185 6.7071 -1.7673 -0.132 0.093 0.094
H -2.0101 -2.9406 -5.0184 0.087 0.713 -0.246
H -2.8537 6.4227 5.1352 -0.208 0.081 0.009
H -6.9060 -0.2132 1.1029 0.720 0.414 0.483
H 2.2295 -7.9761 -11.1332 0.203 0.224 -0.267
H -4.1487 -1.0748 3.6497 -0.283 0.357 -0.362
H 2.3125 6.6180 -1.2142 0.365 0.205 0.031
H -2.3856 -7.8625 1.4890 0.184 -0.802 0.228
H -2.8080 9.0687 4.2842 -0.173 -0.599 -0.431
H 1.1482 -2.1286 -1.8986 -0.244 0.582 0.284
H -3.6870 0.1733 4.8455 -0.102 -0.260 -0.009
H -5.4933 8.0931 -4.8936 -0.895 -0.039 0.045
H -5.7822 9.9974 5.0967 0.258 -0.208 -0.077
H 1.2542 0.5679 -1.3240 0.199 -0.961 0.015
H 8.0589 -8.7519 3.8987 0.173 -0.206 0.261
H 7.6368 2.9308 3.1268 -0.142 -0.177 0.299
H 2.3352 8.0036 -2.3484 -0.725 -0.010 0.013
H 4.3152 -8.0584 1.3862 0.270 -0.140 0.016
H -4.9031 -2.3861 -0.4353 0.291 0.085 0.196
H 6.1348 4.4501 -2.5227 -0.109 0.224 0.015
H -4.7147 9.4725 -5.3932 0.512 0.308 0.196
H 7.2582 -0.8100 3.4770 0.912 0.285 0.153
H -4.6875 -1.6306 -6.1309 -0.046 -0.691 0.388
H 0.8057 -7.0496 -10.7378 -0.054 -0.163 0.504
H -8.5096 0.6834 3.6353 0.172 -0.063 0.090
H 6.4198 0.4710 2.6766 0.514 0.606 -0.229
H 1.2951 1.8250 0.8773 0.011 -0.923 -0.093
H 8.6901 -7.4652 4.9544 -0.144 0.088 -0.191
H 1.3076 6.4466 -2.5855 -0.409 0.787 -0.185
H -1.2784 6.6903 5.7612 0.013 0.710 0.311
H -8.4970 -0.0446 0.9746 -0.893 0.403 0.901
H -3.2716 -3.1664 -0.7453 -0.113 0.181 0.210
H 0.8011 -7.6941 -5.9380 0.382 0.107 -0.456
H 2.1875 -7.8755 -8.6581 0.389 -0.863 -0.747
H -5.3600 11.6313 5.5076 0.357 0.001 0.358
H 5.7525 -8.4004 5.2151 -0.524 0.003 -1.325
H -7.4818 1.6925 2.5933 -0.471 0.284 0.175
H -3.5761 -3.6091 -5.1036 -0.162 -0.107 -0.086
H 2.1524 -6.1652 -11.2997 0.518 -0.147 0.122
H -4.3338 10.7798 4.3423 0.166 -0.242 0.278
H 2.4852 -2.8627 -1.1493 0.279 0.134 0.453
H 5.2042 -9.0301 2.6448 0.276 0.017 -0.494
H -0.2817 -6.5074 -6.7158 -0.165 0.159 0.454
H 3.4754 -6.7569 -9.0406 0.192 -0.153 -0.824
H -3.1259 -9.4909 -0.3910 0.124 1.078 -0.461
```
Positions in Å, forces in eV/Å.

Results
LUMO energy ... -0.1 eV
Energy relative to the best compared isomer or geometry (same formula, charge and spin) ... 9.287 eV
E ... -7429.68039 Eh
SMILES ... CCOS(C)(=O)=O.CCOS(C)(=O)=O.CCOS(C)(=O)=O.CCOS(C)(=O)=O.CCOS(C)(=O)=O.CCOS(C)(=O)=O.CCOS(C)(=O)=O.CCOS(C)(=O)=O.CCOS(C)(=O)=O.CCOS(C)(=O)=O

Atomic partial charges in e from the Löwdin method, atoms 1 to 99: 0.652, 0.699, 0.639, 0.691, 0.629, 0.688, 0.685, 0.720, 0.671, 0.718, -0.334, -0.335, -0.311, -0.290, -0.285, -0.306, -0.299, -0.281, -0.295, -0.316, -0.296, -0.274, -0.261, -0.308, -0.286, -0.273, -0.322, -0.304, -0.296, -0.292, -0.293, -0.263, -0.310, -0.236, -0.314, -0.269, -0.292, -0.297, -0.295, -0.298, -0.293, -0.108, -0.076, -0.132, -0.101, -0.302, -0.077, -0.116, -0.283, -0.307, -0.059, -0.073, -0.068, -0.282, -0.251, -0.093, -0.232, -0.074, -0.072, -0.107, -0.252, -0.065, -0.108, -0.050, -0.074, -0.115, -0.045, -0.304, -0.319, -0.048, 0.061, 0.084, 0.111, 0.070, 0.069, 0.078, 0.070, 0.067, 0.061, 0.058, 0.055, 0.126, 0.066, 0.115, 0.061, 0.057, 0.113, 0.121, 0.074, 0.093, 0.116, 0.094, 0.108, 0.083, 0.064, 0.075, 0.076, 0.132, 0.091